Formula: C37H94InN2O11S
Source: the OMol25 dataset
Level of theory: wB97M-V/def2-TZVPD

Its charge is -1. The highest occupied orbital energy comes out at -3.7 eV. The calculation puts the molecular weight at 890.05 g mol⁻¹.

Atoms and positions in Å:
1 C 4.8125 -3.3657 2.1712
2 C 6.0183 -2.6711 1.5218
3 C 6.4723 -1.4083 2.2607
4 C 5.7273 -0.1049 1.9196
5 C 5.4323 0.0857 0.4427
6 C 4.8300 1.4444 0.0395
7 C 3.7750 2.0462 0.9642
8 C 2.3768 1.4623 0.7333
9 In 1.4326 2.2220 -1.1740
10 C -0.7393 1.6542 -1.0171
11 C -0.8771 0.2849 -0.3409
12 C -0.3311 -0.8838 -1.1788
13 C 0.0334 -2.0835 -0.3083
14 C -1.0760 -2.5984 0.6188
15 C -1.1098 -1.9894 2.0355
16 C -2.5224 -1.6873 2.5714
17 S -3.0785 0.0300 2.4728
18 C -2.0419 0.8091 3.6198
19 N -0.9904 1.5481 3.4101
20 N -0.5660 2.0025 4.6545
21 C -1.3914 1.4934 5.5104
22 O -2.3497 0.7364 4.9656
23 H 3.8734 -2.9295 1.8382
24 H 4.8978 -3.2716 3.2503
25 H 4.8052 -4.4251 1.9275
26 H 6.8466 -3.3827 1.5378
27 H 5.8140 -2.4747 0.4732
28 H 7.5427 -1.2812 2.0973
29 H 6.3325 -1.5985 3.3269
30 H 6.3709 0.7211 2.2317
31 H 4.8142 -0.0277 2.5085
32 H 4.8084 -0.7166 0.0518
33 H 6.3872 -0.0026 -0.0873
34 H 5.6494 2.1595 -0.0610
35 H 4.3584 1.3047 -0.9318
36 H 3.7303 3.1132 0.7329
37 H 4.0575 1.9864 2.0218
38 H 1.7181 1.8062 1.5388
39 H 2.3662 0.3668 0.7832
40 H 2.2384 1.4178 -2.5727
41 H 1.6174 3.9774 -1.2475
42 H -1.1971 2.3764 -0.3355
43 H -1.2527 1.6744 -1.9801
44 H -1.9329 0.0689 -0.1474
45 H -0.3142 0.3392 0.5917
46 H 0.5502 -0.5148 -1.7003
47 H -1.1072 -1.1557 -1.8953
48 H 0.9339 -1.8371 0.2585
49 H 0.3221 -2.9042 -0.9712
50 H -0.9190 -3.6713 0.7364
51 H -2.0382 -2.4838 0.1164
52 H -0.7074 -2.7422 2.7156
53 H -0.4629 -1.1206 2.1133
54 H -3.2394 -2.2148 1.9443
55 H -2.6596 -2.0846 3.5707
56 H -1.3806 1.6175 6.5778
57 C -0.0943 4.7516 -5.8300
58 C -0.7419 4.6032 -4.4622
59 O 0.1220 5.0273 -3.4208
60 H 0.8336 4.1803 -5.8659
61 H -0.7576 4.3974 -6.6240
62 H 0.1522 5.7983 -6.0319
63 H -0.9707 3.5584 -4.2612
64 H -1.6838 5.1675 -4.4236
65 H 0.3416 5.9540 -3.5546
66 C 3.9575 -3.4282 6.6142
67 C 2.9615 -4.2079 5.7760
68 O 3.6117 -5.0673 4.8476
69 H 4.6115 -2.8415 5.9685
70 H 3.4496 -2.7498 7.3007
71 H 4.5900 -4.1016 7.1985
72 H 2.3539 -3.5275 5.1801
73 H 2.2892 -4.7921 6.4158
74 H 4.1497 -5.6924 5.3419
75 C -0.0524 -5.7251 -4.4794
76 C 0.1813 -4.4904 -3.6252
77 O -0.6351 -3.4012 -4.0311
78 H 0.1412 -5.5013 -5.5294
79 H 0.5980 -6.5457 -4.1702
80 H -1.0899 -6.0589 -4.3984
81 H 1.2110 -4.1490 -3.7197
82 H -0.0023 -4.7191 -2.5694
83 H -1.5567 -3.6682 -3.9407
84 C -2.4728 -1.9730 -7.8894
85 C -2.2206 -2.9232 -6.7344
86 O -3.4381 -3.2715 -6.0639
87 H -2.9492 -1.0602 -7.5279
88 H -1.5362 -1.7053 -8.3823
89 H -3.1445 -2.4291 -8.6220
90 H -1.5762 -2.4716 -5.9893
91 H -1.7343 -3.8384 -7.0908
92 H -4.0124 -3.6855 -6.7149
93 C 0.3761 7.2495 1.7236
94 C 1.1200 5.9646 1.3960
95 O 2.2246 6.2338 0.5401
96 H 0.0240 7.7217 0.8055
97 H -0.4834 7.0567 2.3694
98 H 1.0329 7.9610 2.2326
99 H 0.4766 5.2632 0.8679
100 H 1.4759 5.4742 2.3097
101 H 2.8131 6.8353 1.0061
102 C -4.3478 3.1733 -6.4148
103 C -3.3658 2.1092 -5.9556
104 O -3.1684 2.1337 -4.5506
105 H -3.9994 4.1621 -6.1138
106 H -4.4670 3.1579 -7.5002
107 H -5.3289 3.0150 -5.9598
108 H -2.3855 2.2807 -6.3992
109 H -3.7074 1.1149 -6.2672
110 H -4.0129 1.9668 -4.1222
111 C 2.4470 1.3928 6.2796
112 C 3.3654 0.2025 6.4593
113 O 3.6528 -0.0409 7.8406
114 H 2.8930 2.2886 6.7143
115 H 2.2398 1.5777 5.2255
116 H 1.4943 1.2191 6.7872
117 H 4.3230 0.3687 5.9695
118 H 2.9115 -0.6933 6.0218
119 H 2.8149 -0.1951 8.2863
120 C -5.0766 -3.5005 5.8835
121 C -4.2820 -4.7441 5.5277
122 O -3.2334 -4.4592 4.6085
123 H -5.4948 -3.0476 4.9842
124 H -5.8918 -3.7377 6.5690
125 H -4.4349 -2.7550 6.3594
126 H -4.9202 -5.4784 5.0383
127 H -3.8681 -5.2050 6.4317
128 H -2.6453 -3.8218 5.0252
129 C -6.1835 -1.9654 -11.5714
130 C -5.2830 -3.1064 -11.1364
131 O -5.0889 -3.1240 -9.7247
132 H -5.7658 -1.0108 -11.2513
133 H -6.3013 -1.9511 -12.6558
134 H -7.1742 -2.0616 -11.1207
135 H -4.2917 -2.9989 -11.5738
136 H -5.6955 -4.0665 -11.4650
137 H -5.9500 -3.2287 -9.3083
138 C -1.8906 5.1566 6.2927
139 C -0.9616 6.2193 5.7344
140 O 0.3581 6.0974 6.2558
141 H -1.9306 5.2211 7.3814
142 H -2.9001 5.2701 5.8941
143 H -1.5166 4.1681 6.0266
144 H -1.3080 7.2158 6.0068
145 H -0.9281 6.1580 4.6423
146 H 0.6930 5.2323 5.9965

Atomic partial charges in e from the Mulliken method, atoms 1 to 99: number 1, C, carries -0.65; number 2, C, carries -0.53; number 3, C, carries -0.78; number 4, C, carries -0.24; number 5, C, carries -0.58; number 6, C, carries -0.82; number 7, C, carries -0.55; number 8, C, carries -0.89; number 9, In, carries 1.09; number 10, C, carries -1.93; number 11, C, carries 0.81; number 12, C, carries -0.33; number 13, C, carries -0.35; number 14, C, carries -1.20; number 15, C, carries -0.13; number 16, C, carries -0.58; number 17, S, carries -0.26; number 18, C, carries 0.21; number 19, N, carries 0.03; number 20, N, carries -0.35; number 21, C, carries -0.10; number 22, O, carries -0.31; number 23, H, carries 0.09; number 24, H, carries 0.03; number 25, H, carries 0.38; number 26, H, carries 0.38; number 27, H, carries 0.33; number 28, H, carries 0.40; number 29, H, carries 0.25; number 30, H, carries 0.30; number 31, H, carries 0.17; number 32, H, carries 0.24; number 33, H, carries 0.35; number 34, H, carries 0.44; number 35, H, carries 0.13; number 36, H, carries 0.31; number 37, H, carries 0.32; number 38, H, carries 0.31; number 39, H, carries 0.08; number 40, H, carries -0.48; number 41, H, carries -0.47; number 42, H, carries 0.40; number 43, H, carries 0.41; number 44, H, carries 0.37; number 45, H, carries -0.45; number 46, H, carries 0.20; number 47, H, carries 0.24; number 48, H, carries 0.01; number 49, H, carries 0.11; number 50, H, carries 0.43; number 51, H, carries 0.43; number 52, H, carries 0.43; number 53, H, carries 0.24; number 54, H, carries 0.53; number 55, H, carries 0.04; number 56, H, carries 0.52; number 57, C, carries -1.11; number 58, C, carries 0.12; number 59, O, carries -0.39; number 60, H, carries 0.25; number 61, H, carries 0.31; number 62, H, carries 0.39; number 63, H, carries 0.01; number 64, H, carries 0.16; number 65, H, carries 0.23; number 66, C, carries -0.78; number 67, C, carries -0.22; number 68, O, carries -0.50; number 69, H, carries 0.10; number 70, H, carries 0.20; number 71, H, carries 0.43; number 72, H, carries 0.17; number 73, H, carries 0.34; number 74, H, carries 0.28; number 75, C, carries -1.18; number 76, C, carries -0.16; number 77, O, carries -0.44; number 78, H, carries 0.26; number 79, H, carries 0.40; number 80, H, carries 0.33; number 81, H, carries 0.32; number 82, H, carries 0.20; number 83, H, carries 0.26; number 84, C, carries -0.63; number 85, C, carries -0.08; number 86, O, carries -0.54; number 87, H, carries 0.04; number 88, H, carries 0.35; number 89, H, carries 0.10; number 90, H, carries 0.36; number 91, H, carries 0.15; number 92, H, carries 0.27; number 93, C, carries -1.21; number 94, C, carries 0.07; number 95, O, carries -0.49; number 96, H, carries 0.33; number 97, H, carries 0.28; number 98, H, carries 0.37; number 99, H, carries 0.18

=====

Formula: C37H96N8O14
Source: the OMol25 dataset
Level of theory: wB97M-V/def2-TZVPD

Its charge is 0. The relative energy (zero: lowest compared OMol25 entry of this formula, charge and spin) is 140.71 kJ/mol. The highest occupied orbital energy comes out at -8.2 eV. The calculation puts the molecular weight at 877.22 g mol⁻¹. The SMILES is COCCNCCOC.COCCNCCOC.COCCNCCOC.COCCNCCOC.COCCNCCOC.COCCNCCOC.NC(N)=O.O.

Atoms and positions in Å:
1 C 3.5544 -3.7373 -15.9858
2 O 4.7728 -3.8923 -15.9962
3 N 2.9273 -2.6712 -15.6428
4 N 2.7242 -4.6151 -16.4150
5 H 3.4722 -1.8242 -15.5656
6 H 1.9364 -2.8189 -15.5148
7 H 3.1606 -5.4756 -16.7137
8 H 1.7415 -4.4298 -16.2740
9 C 9.5018 -2.8099 -9.6996
10 O 9.7727 -4.1531 -9.3317
11 C 9.1656 -4.5605 -8.1363
12 C 7.6960 -4.7878 -8.2899
13 N 7.1658 -5.5304 -7.1388
14 C 5.7451 -5.9085 -7.2616
15 C 5.4834 -7.0900 -8.1681
16 O 5.6024 -8.2578 -7.4655
17 C 6.8857 -8.9675 -7.4917
18 H 9.8973 -2.2113 -8.8790
19 H 8.4230 -2.7075 -9.8172
20 H 10.0419 -2.6973 -10.6397
21 H 9.2372 -3.8585 -7.3055
22 H 9.7234 -5.4443 -7.8267
23 H 7.5174 -5.4418 -9.1434
24 H 7.0510 -3.9294 -8.4778
25 H 7.7370 -6.2036 -6.6483
26 H 5.0877 -5.0868 -7.5457
27 H 5.4661 -6.0670 -6.2199
28 H 6.1762 -7.0691 -9.0093
29 H 4.4687 -7.1034 -8.5659
30 H 7.0842 -9.4444 -6.5319
31 H 7.7983 -8.4065 -7.6929
32 H 6.8275 -9.7092 -8.2883
33 C 8.6392 -8.3274 -11.1279
34 O 8.5410 -9.6238 -10.6485
35 C 9.0376 -10.6895 -11.4801
36 C 8.4150 -10.7535 -12.9638
37 N 9.0812 -9.7288 -13.7100
38 C 8.4208 -9.4860 -14.9805
39 C 7.6256 -8.1702 -14.9160
40 O 7.1843 -7.8174 -16.2399
41 C 6.2977 -6.5565 -16.3578
42 H 9.6307 -8.3150 -11.5805
43 H 8.7392 -7.5647 -10.3556
44 H 7.8848 -8.1458 -11.8935
45 H 8.6655 -11.5844 -10.9813
46 H 10.1273 -10.6966 -11.4530
47 H 7.3378 -10.5892 -12.9915
48 H 8.5793 -11.7267 -13.4264
49 H 10.0199 -10.0521 -13.8953
50 H 7.8412 -10.3174 -15.3815
51 H 9.1727 -9.3815 -15.7627
52 H 8.3277 -7.4035 -14.5882
53 H 6.7536 -8.2586 -14.2680
54 H 5.3502 -6.8033 -16.8367
55 H 6.8147 -5.8703 -17.0285
56 H 6.1313 -6.1519 -15.3594
57 C 6.1457 3.0082 -14.0807
58 O 6.8181 1.7430 -13.7444
59 C 7.2898 1.7245 -12.3744
60 C 5.9207 1.3559 -11.5067
61 N 5.2381 2.5721 -11.1607
62 C 4.2552 2.3985 -10.0057
63 C 4.7305 2.1521 -8.6720
64 O 3.5332 1.8248 -7.9243
65 C 3.5490 2.4678 -6.6250
66 H 6.9224 3.7612 -13.9468
67 H 5.1840 3.1593 -13.5904
68 H 5.9510 2.9512 -15.1517
69 H 7.5675 2.7288 -12.0543
70 H 8.1407 1.0551 -12.2487
71 H 6.3861 0.8813 -10.6428
72 H 5.3345 0.5517 -11.9513
73 H 4.7782 2.8533 -12.0149
74 H 3.5244 1.6060 -10.1667
75 H 3.7404 3.3515 -9.8839
76 H 5.0832 3.1088 -8.2868
77 H 5.4356 1.3585 -8.4251
78 H 2.7302 2.4327 -5.9064
79 H 3.9050 3.4870 -6.7755
80 H 4.3639 2.0545 -6.0308
81 C 15.7430 -4.4550 -13.0870
82 O 15.2322 -4.8288 -11.7906
83 C 14.1635 -4.0452 -11.3030
84 C 12.7933 -4.5918 -11.5373
85 N 12.5125 -4.6453 -12.9515
86 C 11.4544 -5.6045 -13.2783
87 C 10.9015 -5.3221 -14.7077
88 O 11.9544 -5.7813 -15.6394
89 C 11.8211 -5.2730 -16.9879
90 H 16.5525 -5.1050 -13.4191
91 H 16.1015 -3.4258 -13.0656
92 H 15.0942 -4.5950 -13.9516
93 H 14.3282 -2.9863 -11.5022
94 H 14.3877 -3.9440 -10.2412
95 H 12.0710 -4.0679 -10.9112
96 H 12.9229 -5.6376 -11.2588
97 H 13.3967 -4.8651 -13.3872
98 H 10.5715 -5.5262 -12.6438
99 H 11.7147 -6.6049 -12.9328
100 H 10.6911 -4.2550 -14.7791
101 H 9.9675 -5.8228 -14.9629
102 H 11.5258 -4.2265 -17.0629
103 H 10.9423 -5.8609 -17.2531
104 H 12.6614 -5.5282 -17.6335
105 C 4.7368 -2.4503 -6.6365
106 O 4.6087 -2.4251 -8.0624
107 C 3.2653 -2.6657 -8.5195
108 C 3.2057 -2.1027 -9.9640
109 N 4.2854 -2.4515 -10.9032
110 C 4.0801 -3.5835 -11.7354
111 C 5.4034 -3.9645 -12.4359
112 O 6.3640 -4.6086 -11.5311
113 C 7.5651 -5.1083 -12.1884
114 H 4.1768 -1.6501 -6.1526
115 H 5.7709 -2.3805 -6.2992
116 H 4.5217 -3.4568 -6.2777
117 H 2.5819 -2.1978 -7.8109
118 H 3.2950 -3.7552 -8.5017
119 H 3.2952 -1.0172 -9.9208
120 H 2.1887 -2.2390 -10.3318
121 H 5.1307 -2.5993 -10.3704
122 H 3.4288 -3.3478 -12.5771
123 H 3.9838 -4.4770 -11.1186
124 H 5.8485 -3.0982 -12.9253
125 H 5.2399 -4.5932 -13.3111
126 H 7.5008 -6.0313 -12.7647
127 H 8.1530 -5.4815 -11.3498
128 H 8.2154 -4.3639 -12.6477
129 C 1.3890 -5.5476 -9.5800
130 O 0.7498 -4.2995 -9.8501
131 C 0.5347 -4.2016 -11.3038
132 C -0.3782 -3.0637 -11.6387
133 N -1.6897 -3.1507 -11.0249
134 C -2.4094 -1.9610 -10.9598
135 C -3.6288 -2.1849 -9.9785
136 O -3.1432 -2.0581 -8.6233
137 C -4.0865 -2.1532 -7.5678
138 H 2.3891 -5.6615 -9.9981
139 H 0.7102 -6.3090 -9.9641
140 H 1.6423 -5.4517 -8.5242
141 H 0.0820 -5.1105 -11.7002
142 H 1.5317 -4.2181 -11.7439
143 H -0.5054 -2.8766 -12.7050
144 H 0.1325 -2.1554 -11.3189
145 H -1.3043 -3.4369 -10.1362
146 H -2.8600 -1.9557 -11.9523
147 H -1.8741 -1.0496 -10.6935
148 H -4.2883 -3.0524 -10.0013
149 H -4.3311 -1.3710 -10.1587
150 H -4.0303 -3.1132 -7.0547
151 H -5.1040 -2.0256 -7.9372
152 H -3.9683 -1.3098 -6.8875
153 O 6.5079 -3.3647 -3.6486
154 H 7.1028 -3.6259 -2.9457
155 H 6.7001 -3.9715 -4.3635

Atomic partial charges in e from the Mulliken method, atoms 1 to 99: number 1, C, carries 0.80; number 2, O, carries -0.66; number 3, N, carries -0.40; number 4, N, carries -0.41; number 5, H, carries 0.24; number 6, H, carries 0.12; number 7, H, carries 0.23; number 8, H, carries 0.13; number 9, C, carries -0.66; number 10, O, carries -0.07; number 11, C, carries -1.12; number 12, C, carries 1.03; number 13, N, carries -0.13; number 14, C, carries 0.52; number 15, C, carries 0.27; number 16, O, carries -0.50; number 17, C, carries -0.61; number 18, H, carries 0.41; number 19, H, carries 0.06; number 20, H, carries 0.23; number 21, H, carries 0.42; number 22, H, carries 0.27; number 23, H, carries -0.39; number 24, H, carries -0.25; number 25, H, carries 0.39; number 26, H, carries -1.41; number 27, H, carries 0.62; number 28, H, carries -0.18; number 29, H, carries 0.38; number 30, H, carries 0.33; number 31, H, carries 0.18; number 32, H, carries 0.26; number 33, C, carries -0.29; number 34, O, carries -0.41; number 35, C, carries -0.69; number 36, C, carries -0.73; number 37, N, carries 0.05; number 38, C, carries -1.38; number 39, C, carries 0.74; number 40, O, carries -0.51; number 41, C, carries -0.17; number 42, H, carries 0.43; number 43, H, carries 0.06; number 44, H, carries -0.02; number 45, H, carries 0.37; number 46, H, carries 0.34; number 47, H, carries 0.39; number 48, H, carries 0.47; number 49, H, carries 0.23; number 50, H, carries 0.37; number 51, H, carries 0.40; number 52, H, carries -0.33; number 53, H, carries 0.33; number 54, H, carries 0.29; number 55, H, carries 0.28; number 56, H, carries -0.21; number 57, C, carries -0.60; number 58, O, carries -0.39; number 59, C, carries -0.67; number 60, C, carries -0.44; number 61, N, carries -0.20; number 62, C, carries -0.76; number 63, C, carries -0.44; number 64, O, carries -0.28; number 65, C, carries -0.86; number 66, H, carries 0.28; number 67, H, carries 0.26; number 68, H, carries 0.27; number 69, H, carries 0.37; number 70, H, carries 0.36; number 71, H, carries 0.34; number 72, H, carries 0.34; number 73, H, carries 0.10; number 74, H, carries 0.35; number 75, H, carries 0.27; number 76, H, carries 0.48; number 77, H, carries 0.24; number 78, H, carries 0.31; number 79, H, carries 0.33; number 80, H, carries 0.35; number 81, C, carries -0.67; number 82, O, carries -0.35; number 83, C, carries -0.97; number 84, C, carries 0.14; number 85, N, carries -0.23; number 86, C, carries -0.22; number 87, C, carries -0.33; number 88, O, carries -0.38; number 89, C, carries -0.75; number 90, H, carries 0.29; number 91, H, carries 0.28; number 92, H, carries 0.23; number 93, H, carries 0.39; number 94, H, carries 0.41; number 95, H, carries 0.03; number 96, H, carries 0.30; number 97, H, carries 0.09; number 98, H, carries -0.15; number 99, H, carries 0.52